Here is a structure of composition C12H30AlBrN3O4 from the OMol25 dataset. Energies are from ωB97M-V/def2-TZVPD.

The lowest unoccupied orbital energy comes out at 2.59 eV. The calculation puts the molecular weight at 387.27 Da. As for the net charge: -1. Its spin multiplicity is 1. For the energy, the calculation gives -3757.03603 Ha. Its orbital gap is 7.48 eV.

Last column: natural (NBO) charge in e.
CARTESIAN COORDINATES (ANGSTROEM)
C  3.8310  -3.2746  2.6237  -0.642
C  3.5001  -1.8672  2.1692  -0.139
Br  3.5510  -1.8385  0.1675  -0.145
C  2.1606  -1.2897  2.6299  -1.007
Al  0.6157  -2.3789  3.4004  1.339
O  -0.6978  -2.5271  2.2226  -1.214
H  3.1310  -4.0137  2.2151  0.228
H  3.7245  -3.3238  3.7165  0.227
H  4.8542  -3.5637  2.3481  0.194
H  4.3473  -1.2098  2.4003  0.184
H  1.7458  -0.6699  1.8227  0.222
H  2.3849  -0.5732  3.4413  0.217
H  0.0231  -1.5035  4.6525  -0.458
H  1.0937  -3.8500  3.9399  -0.463
H  -0.3969  -2.7954  1.3428  0.469
C  -1.6317  0.6008  -0.7707  -0.752
C  -0.4041  -0.1882  -1.1826  0.683
O  -0.4935  -1.3134  -1.6516  -0.653
N  0.7983  0.4226  -1.0338  -0.624
C  1.0630  1.7484  -0.5251  -0.417
H  -2.4986  -0.0300  -0.9516  0.226
H  -1.5932  0.8848  0.2837  0.277
H  -1.7272  1.5236  -1.3463  0.207
H  1.5989  -0.1454  -1.2766  0.409
H  1.5683  2.3652  -1.2728  0.185
H  1.6878  1.7050  0.3689  0.208
H  0.1318  2.2366  -0.2478  0.221
C  -2.7642  -0.1504  1.9802  -0.741
C  -3.0101  1.3310  1.9141  0.692
O  -2.1708  2.1298  1.5235  -0.648
N  -4.2465  1.7826  2.2908  -0.621
C  -5.3594  1.0094  2.7824  -0.410
H  -1.7369  -0.3798  1.7130  0.282
H  -2.9197  -0.5513  2.9826  0.249
H  -3.4342  -0.6788  1.2982  0.227
H  -4.3482  2.7828  2.2203  0.391
H  -6.2369  1.1094  2.1385  0.186
H  -5.6417  1.3050  3.7958  0.190
H  -5.0864  -0.0419  2.8107  0.222
C  2.3695  0.3304  -5.0892  -0.725
C  2.1546  1.8201  -4.9461  0.678
O  3.0590  2.6218  -5.1195  -0.640
N  0.9069  2.2402  -4.6036  -0.616
C  -0.2729  1.4375  -4.3764  -0.412
H  3.4120  0.1740  -5.3516  0.241
H  2.1437  -0.1939  -4.1591  0.240
H  1.7308  -0.0913  -5.8669  0.222
H  0.8358  3.2391  -4.4865  0.395
H  -1.0825  1.7198  -5.0524  0.187
H  -0.6246  1.5368  -3.3499  0.205
H  -0.0449  0.3871  -4.5352  0.222



Here is a cluster of 9 separate species, C11H34ClFN8O16P in total at a distorted geometry from the OMol25 dataset. Energies are from ωB97M-V/def2-TZVPD.

The lowest unoccupied orbital energy comes out at 1.22 eV. The calculation puts the molecular weight at 619.86 Da. As for the net charge: -1. Its spin multiplicity is 1. For the energy, the calculation gives -2982.04468 Ha. Its orbital gap is 5.60 eV.

Last column: Mulliken charge in e.
CARTESIAN COORDINATES (ANGSTROEM)
C  2.2286  -3.1025  -2.1114  -1.426
C  1.1986  -2.0560  -2.5830  -0.547
C  -0.1272  -2.1549  -1.8839  0.121
F  -0.7931  -0.9001  -2.1308  -0.426
P  -1.2838  -3.5197  -2.6145  -0.023
Cl  -1.5510  -4.4652  -0.6164  -0.525
H  2.1149  -3.3704  -1.0725  0.255
H  2.1751  -4.0059  -2.7083  0.487
H  3.2112  -2.6831  -2.3140  0.388
H  1.0165  -2.2108  -3.6459  0.444
H  1.6494  -1.0785  -2.4326  0.295
H  -0.0380  -2.2155  -0.8013  0.044
H  -0.1025  -4.3391  -2.8555  -0.099
H  -2.0768  -4.5633  -3.2435  0.133
H  -2.4521  -2.6849  -2.4012  -0.200
H  -1.1051  -2.9002  -3.9326  0.028
C  0.9443  -0.4865  1.7109  -0.700
N  2.1589  -0.5192  0.8520  0.943
O  2.4522  -1.5660  0.3229  -0.446
O  2.7795  0.5283  0.7355  -0.592
H  0.4937  -1.4728  1.7243  0.355
H  1.2586  -0.1870  2.7069  0.357
H  0.2696  0.2447  1.2763  0.062
C  1.3036  3.5929  0.6768  -0.815
N  0.2842  2.9492  1.5534  0.948
O  -0.5970  2.3069  1.0133  -0.520
O  0.4057  3.0949  2.7538  -0.584
H  1.0629  3.3620  -0.3485  0.343
H  1.2661  4.6614  0.8635  0.337
H  2.2647  3.1797  0.9565  0.280
C  4.5514  3.7633  -2.7408  -0.840
N  3.3300  3.7010  -1.8940  0.902
O  3.2738  4.4352  -0.9202  -0.560
O  2.4731  2.9215  -2.2415  -0.387
H  5.2262  4.4975  -2.3172  0.315
H  4.9960  2.7725  -2.7402  0.306
H  4.2360  4.0480  -3.7412  0.276
C  -3.7279  -1.9801  1.5001  -0.645
N  -4.0259  -2.3014  2.9202  0.972
O  -5.1333  -2.7171  3.1986  -0.563
O  -3.1330  -2.1223  3.7319  -0.595
H  -4.6098  -2.1857  0.9070  0.307
H  -3.4633  -0.9350  1.4536  0.295
H  -2.8926  -2.5974  1.1808  0.213
C  -3.3853  0.6212  -2.1811  -0.496
N  -4.3861  0.1452  -1.1895  1.006
O  -5.3444  -0.4762  -1.5973  -0.555
O  -4.1711  0.4002  -0.0167  -0.588
H  -3.7107  0.3145  -3.1675  0.286
H  -3.3388  1.7037  -2.0974  0.312
H  -2.4296  0.1636  -1.9286  0.118
C  -4.5291  0.0862  5.8705  -0.607
N  -4.3130  -0.0140  7.3398  0.880
O  -3.5540  0.7827  7.8584  -0.542
O  -4.9152  -0.8897  7.9270  -0.529
H  -3.9328  0.9071  5.4905  0.302
H  -4.2216  -0.8562  5.4242  0.237
H  -5.5879  0.2653  5.7094  0.262
C  0.0843  5.4283  -3.7452  -0.715
N  1.3626  5.4501  -4.5086  0.892
O  1.6751  4.4427  -5.1064  -0.494
O  2.0102  6.4799  -4.4723  -0.544
H  -0.3715  4.4530  -3.8681  0.324
H  0.3248  5.6191  -2.7035  0.257
H  -0.5488  6.2130  -4.1479  0.287
C  5.0052  -3.3792  2.7949  -0.743
N  3.9467  -4.1363  2.0720  0.909
O  4.1657  -4.4364  0.9186  -0.498
O  2.9391  -4.3963  2.6976  -0.525
H  5.8354  -3.2185  2.1176  0.302
H  4.5720  -2.4355  3.1121  0.264
H  5.3066  -3.9762  3.6503  0.290



Here is a cluster of 8 separate species, C10H34BF4O12 in total at a distorted geometry from the OMol25 dataset. Energies are from ωB97M-V/def2-TZVPD.

The lowest unoccupied orbital energy (alpha / beta) comes out at -0.66 / -6.96 eV. The calculation puts the molecular weight at 433.17 Da. As for the net charge: 0. Its spin multiplicity is 2. For the energy, the calculation gives -1728.51058 Ha. Its orbital gap (alpha / beta) is 8.68 / 2.37 eV.

Last column: natural (NBO) charge in e.
CARTESIAN COORDINATES (ANGSTROEM)
B  -0.8609  -0.0385  0.5887  1.317
F  0.3351  0.4422  -0.0264  -0.585
F  -0.7242  -1.1469  1.3425  -0.547
F  -1.0195  0.9777  1.4654  -0.566
F  -1.9639  -0.1527  -0.2821  -0.575
O  -3.7194  1.6566  0.6475  -0.947
H  -3.2572  2.2264  1.2622  0.485
H  -3.0770  0.9876  0.4108  0.492
O  -0.8357  3.5154  0.3033  -0.909
H  -0.7265  4.0351  -0.4931  0.452
H  -1.2287  2.6958  0.0030  0.462
C  1.2581  0.4297  -3.2314  -0.123
C  0.4329  -0.8418  -3.1309  -0.106
O  0.5482  -1.9140  -4.0532  -0.725
O  0.6852  1.2335  -4.2551  -0.758
H  2.3033  0.1395  -3.3385  0.186
H  1.2264  0.9753  -2.2883  0.223
H  -0.6068  -0.6163  -2.8938  0.162
H  0.6636  -1.4105  -2.2301  0.197
H  1.0662  -2.6009  -3.6272  0.480
H  1.1714  0.9725  -5.0407  0.492
C  -2.4469  -3.2256  2.5463  -0.098
C  -2.8062  -4.3513  3.4318  -0.091
O  -4.0865  -4.1280  3.9890  -0.729
O  -2.2329  -2.0103  3.2956  -0.743
H  -3.2682  -3.1113  1.8389  0.165
H  -1.5855  -3.5164  1.9450  0.167
H  -2.1690  -4.4441  4.3112  0.166
H  -2.6651  -5.3102  2.9331  0.182
H  -4.0198  -3.2907  4.4538  0.474
H  -2.0235  -1.3602  2.6209  0.493
C  2.9771  -2.4027  1.9115  -0.089
C  1.9326  -3.3251  1.3682  -0.084
O  2.3025  -4.6832  1.3328  -0.723
O  4.2046  -2.5875  1.2462  -0.741
H  3.1105  -2.6676  2.9604  0.147
H  2.7650  -1.3354  1.8484  0.185
H  1.9536  -2.9031  0.3634  0.151
H  1.0427  -3.1480  1.9722  0.204
H  3.2552  -4.7996  1.3521  0.478
H  4.7031  -1.7774  1.3756  0.471
C  2.9005  3.3398  0.6336  -0.092
C  3.6460  2.3113  1.5774  -0.079
O  3.0193  2.0269  2.8555  -0.713
O  2.6286  4.5961  1.3056  -0.707
H  1.9293  2.9585  0.3182  0.201
H  3.5245  3.4313  -0.2554  0.160
H  4.7099  2.5389  1.6439  0.152
H  3.7713  1.3664  1.0486  0.150
H  3.6025  1.5108  3.4169  0.468
H  3.1690  5.2487  0.8543  0.460
C  -2.2981  2.5379  -2.4480  -0.128
C  -2.9630  1.8397  -3.6896  -0.106
O  -2.0551  1.7138  -4.7850  -0.436
O  -2.2731  3.9665  -2.6412  -0.505
H  -1.4076  1.9978  -2.1266  0.252
H  -2.9147  2.5144  -1.5495  0.294
H  -3.9245  2.3284  -3.8470  0.223
H  -3.3325  0.8492  -3.4242  0.284
H  -1.1824  1.4131  -4.5213  0.529
H  -3.1635  4.3224  -2.5950  0.497